{
  "formula": "C31H47F16O8P",
  "method": "wB97M-V/def2-TZVPD",
  "energy_ha": -3750.26417,
  "gap_ev": 9.59,
  "multiplicity": 1,
  "symbols": ["C", "C", "C", "O", "O", "C", "C", "C", "C", "C", "C", "C", "O", "O", "C", "O", "C", "C", "C", "C", "C", "C", "C", "C", "C", "C", "P", "O", "H", "H", "H", "H", "H", "H", "H", "H", "H", "H", "H", "H", "H", "H", "H", "H", "H", "H", "H", "H", "H", "H", "H", "H", "H", "H", "H", "H", "H", "H", "H", "H", "H", "H", "H", "H", "H", "H", "H", "F", "C", "F", "C", "F", "F", "C", "O", "C", "F", "F", "C", "F", "F", "H", "H", "H", "H", "F", "C", "F", "C", "F", "F", "C", "O", "C", "F", "F", "C", "F", "F", "H", "H", "H", "H"],
  "positions_angstrom": [[0.458465, -2.834001, -2.099311], [1.311464, -3.465472, -1.293559], [2.247599, -4.592579, -1.682544], [2.276326, -5.532653, -0.999202], [2.989247, -4.544274, -2.803999], [3.687557, -3.298740, -2.938549], [4.992869, -3.219691, -2.151728], [4.886072, -2.663152, -0.715489], [3.988096, -1.435902, -0.515993], [4.076200, -0.303056, -1.570696], [2.623304, 0.122370, -1.836601], [2.458652, 1.193911, -2.888443], [3.357698, 1.592801, -3.489044], [1.169952, 1.638080, -3.140471], [0.684261, 2.586371, -2.235520], [-0.373551, 3.237377, -2.896762], [0.054933, 1.912227, -0.948267], [0.779318, 2.210621, 0.373733], [0.347925, 1.345050, 1.589793], [0.305425, -0.184108, 1.352114], [-1.032514, -0.864357, 1.771511], [-2.268273, -0.149058, 1.180863], [-3.419185, -1.176092, 0.912817], [-3.725007, -1.266686, -0.601545], [-3.997804, -2.739458, -1.047648], [-2.997564, -3.269051, -2.096664], [1.908842, 3.977655, -1.840155], [2.369997, 4.683282, -3.035618], [0.782269, -2.430450, -3.053717], [-0.567599, -2.670829, -1.796886], [1.379174, -3.120031, -0.267783], [3.018472, -2.456167, -2.764841], [3.956490, -3.227967, -3.992486], [5.719192, -2.614849, -2.693093], [5.383110, -4.235359, -2.076898], [5.883404, -2.522044, -0.303064], [4.444600, -3.458603, -0.102791], [4.288221, -0.991206, 0.436465], [2.939140, -1.696280, -0.392679], [4.612375, -0.550336, -2.483172], [4.568951, 0.571752, -1.146021], [2.002981, -0.740009, -2.087571], [2.267504, 0.519528, -0.884663], [-0.836097, 3.801131, -2.266659], [-0.969298, 2.266252, -0.828451], [-0.020026, 0.849400, -1.182273], [0.557195, 3.247188, 0.641125], [1.865549, 2.139995, 0.311316], [-0.571216, 1.749879, 2.011539], [1.115485, 1.513758, 2.347366], [0.582813, -0.475021, 0.337091], [1.062737, -0.641599, 1.995696], [-1.029176, -0.837513, 2.861695], [-0.965562, -1.891936, 1.413930], [-2.579352, 0.665224, 1.834823], [-1.921685, 0.315404, 0.258082], [-4.294282, -0.908135, 1.501950], [-3.052710, -2.132218, 1.282580], [-4.580848, -0.619178, -0.798442], [-2.903625, -0.893874, -1.213569], [-5.029032, -2.785127, -1.395186], [-3.915520, -3.387286, -0.176022], [-2.211946, -2.536389, -2.295497], [-3.498735, -3.454180, -3.045421], [-2.481011, -4.165997, -1.754230], [2.965533, 3.373622, -1.107184], [1.233477, 4.822458, -0.925253], [-4.329552, -4.661699, -0.324381], [-3.908525, -5.851746, -0.801282], [-5.013562, -6.551722, -1.156110], [-3.109195, -6.657930, 0.230891], [-3.895388, -7.014054, 1.270298], [-2.741149, -7.816083, -0.387223], [-1.812997, -6.022895, 0.775734], [-1.905314, -5.343535, 2.031141], [-2.345607, -4.029134, 2.002648], [-2.325533, -3.598485, 0.724037], [-1.420188, -3.300668, 2.666948], [-3.694958, -3.823884, 2.698512], [-4.650535, -4.616110, 2.182263], [-4.095289, -2.537841, 2.539968], [-3.310343, -5.678821, -1.701260], [-1.137739, -6.855351, 0.968250], [-1.294192, -5.420969, 0.031319], [-3.606054, -4.042592, 3.765068], [1.184951, 7.350221, 3.882892], [1.805074, 8.507722, 3.553804], [1.853963, 9.278054, 4.667119], [1.048375, 9.248504, 2.455415], [-0.164736, 9.648038, 2.896622], [1.751691, 10.381914, 2.177639], [0.884529, 8.490716, 1.133063], [-0.338157, 7.801623, 0.954834], [-0.458039, 6.555483, 1.520562], [0.748682, 6.106890, 1.929237], [-0.870033, 5.719997, 0.535066], [-1.492208, 6.523196, 2.643920], [-1.192994, 7.428733, 3.595694], [-1.495999, 5.297200, 3.221703], [2.830942, 8.290495, 3.242068], [0.885114, 9.247643, 0.350552], [1.743122, 7.853984, 0.917236], [-2.489406, 6.738684, 2.252925]],
  "forces_ev_per_a": [[0.1, 0.1, -0.4], [0.7, 0.4, 0.1], [0.5, 3.1, -1.3], [-0.4, -2.9, 2.1], [0.1, 0.7, 0.0], [0.6, 0.4, -1.3], [-0.2, 0.2, 0.8], [-0.9, -0.8, -0.1], [1.0, 0.7, 0.0], [-0.8, 0.1, 0.3], [0.2, 0.2, 0.0], [-1.9, -1.8, 1.9], [2.9, 1.6, -2.3], [-0.1, 0.3, 0.1], [-1.5, 0.3, 1.9], [0.3, 0.0, -0.8], [0.8, 0.2, -0.1], [-0.4, -0.3, 0.5], [0.6, 0.0, -0.4], [-0.4, -0.1, 0.8], [0.9, 1.3, -0.9], [0.1, -0.7, 0.3], [1.7, 1.7, -1.3], [-0.3, -0.6, 0.1], [0.4, 3.4, 0.1], [-0.3, 0.7, 0.1], [0.4, -0.5, -0.5], [0.2, 0.6, -0.5], [-0.6, -1.3, -0.9], [0.5, 1.3, 0.6], [-1.0, -1.5, 0.7], [0.0, -0.1, 0.3], [-0.2, -0.2, -0.1], [-0.1, -0.1, -0.3], [0.2, 0.0, -0.2], [0.1, 0.2, -0.1], [0.1, 0.0, 0.1], [-0.2, -0.1, 0.1], [0.1, -0.3, -0.1], [-0.1, -0.2, -0.1], [0.3, -0.1, -0.1], [-0.2, 0.1, 0.0], [-0.4, -0.1, -0.1], [0.0, -0.1, 0.0], [-0.1, 0.0, -0.2], [0.1, 0.0, 0.2], [0.2, 0.0, 0.0], [0.0, -0.1, -0.3], [-0.2, -0.3, -0.1], [-0.1, 0.2, 0.1], [-0.2, 0.2, -0.2], [0.2, 0.0, -0.2], [-0.3, -0.3, 0.0], [0.0, 0.7, 0.1], [-0.1, 0.0, 0.0], [-0.3, 0.1, -0.2], [0.0, 0.2, -0.5], [-0.3, 2.4, -1.4], [0.0, 0.0, -0.3], [0.2, 0.3, 0.2], [0.1, -0.3, -0.2], [0.2, 4.3, -1.0], [-0.4, 0.0, -0.1], [0.2, -0.3, -0.1], [0.1, 0.2, -0.2], [-0.3, 0.1, 0.2], [-0.1, -0.4, 0.1], [-1.5, -6.7, 0.6], [-0.3, -1.2, -0.4], [0.1, -0.1, 0.1], [0.1, 0.0, 0.7], [-0.1, 0.1, -0.1], [0.0, 0.2, -0.3], [0.7, -0.4, 0.1], [-1.0, 0.4, -0.3], [1.5, -1.3, -0.1], [1.0, -0.9, 0.3], [-0.5, -0.7, 0.6], [-0.6, 0.0, 0.7], [0.1, 0.0, 0.0], [-1.2, -2.1, 2.7], [-0.2, -0.2, 0.2], [-0.2, -0.1, 0.2], [-0.2, 0.1, -0.1], [0.2, 0.0, 0.0], [0.6, 0.5, 0.3], [0.3, 0.0, 0.6], [0.0, 0.0, -0.2], [-0.6, 0.1, -0.2], [0.2, 0.0, 0.1], [0.3, -0.2, 0.0], [0.3, 0.4, -0.8], [-0.1, -0.2, 0.7], [0.7, 0.3, -0.7], [-0.4, -0.6, -0.3], [-0.2, -0.2, 0.2], [-0.4, -0.1, 0.4], [-0.4, -0.2, -0.2], [0.1, 0.0, -0.2], [0.0, 0.0, -0.1], [-0.1, 0.1, 0.1], [0.0, 0.0, 0.2], [0.1, 0.0, -0.1]]
}